{
  "formula": "C57H91N6NaO3P",
  "method": "ωB97M-V with the def2-TZVPD basis set",
  "species": ["Na", "C", "C", "C", "C", "C", "C", "C", "C", "N", "C", "C", "N", "C", "C", "N", "C", "C", "C", "C", "C", "C", "C", "C", "C", "O", "C", "C", "C", "C", "C", "C", "C", "C", "C", "C", "C", "C", "C", "C", "C", "O", "C", "C", "C", "C", "C", "C", "C", "C", "C", "O", "C", "C", "C", "C", "C", "C", "H", "H", "H", "H", "H", "H", "H", "H", "H", "H", "H", "H", "H", "H", "H", "H", "H", "H", "H", "H", "H", "H", "H", "H", "H", "H", "H", "H", "H", "H", "H", "H", "H", "H", "H", "H", "H", "H", "H", "H", "H", "H", "H", "H", "H", "H", "H", "H", "H", "H", "H", "H", "H", "H", "H", "H", "H", "H", "H", "H", "H", "H", "H", "H", "H", "H", "H", "H", "H", "H", "H", "H", "H", "H", "H", "H", "H", "H", "C", "N", "C", "N", "C", "N", "C", "P", "C", "C", "H", "H", "H", "H", "H", "H", "H", "H", "H", "H", "H", "H", "H"],
  "coordinates": [[-0.706091, -0.598333, 0.869105], [-2.986176, 3.231411, -7.158353], [-2.035641, 3.810544, -6.101954], [-0.981469, 4.654335, -6.821505], [-2.831690, 4.746255, -5.183021], [-1.415597, 2.678456, -5.291238], [-2.208673, 1.876264, -4.482263], [-1.695497, 0.825742, -3.745530], [-2.600618, -0.000366, -2.883278], [-2.686907, 0.371765, -1.447568], [-3.937512, -0.164312, -0.951044], [-4.368920, 0.177104, 0.474055], [-3.341881, 0.192682, 1.500870], [-3.046732, 1.547726, 1.966864], [-1.583127, 2.002116, 1.868027], [-0.777379, 1.519124, 0.744125], [-1.093923, 2.093804, -0.562977], [-2.459086, 1.780396, -1.166556], [0.630587, 1.823626, 1.081073], [1.852502, 1.174823, 0.413709], [2.906191, 2.070050, 0.309820], [4.208058, 1.705879, -0.002193], [4.429427, 0.353296, -0.192835], [3.426465, -0.599665, -0.146861], [2.062783, -0.221252, 0.123885], [1.096704, -1.075941, 0.137555], [3.777636, -2.047853, -0.510846], [5.290112, -2.295295, -0.494989], [3.189624, -3.066774, 0.474674], [3.286792, -2.299191, -1.949390], [5.292638, 2.767857, -0.120691], [6.654411, 2.156388, -0.450693], [5.423608, 3.537858, 1.199981], [4.926449, 3.752233, -1.237797], [-3.658120, -0.772807, 2.571306], [-2.779023, -0.709710, 3.786724], [-3.302477, -0.244976, 4.975692], [-2.527491, -0.121878, 6.129272], [-1.194850, -0.490167, 6.002748], [-0.606432, -0.979395, 4.840460], [-1.419247, -1.148020, 3.679178], [-1.021297, -1.642979, 2.565177], [0.899118, -1.278743, 4.932459], [1.150531, -2.235457, 6.105780], [1.542241, -1.919522, 3.700937], [1.643662, 0.035096, 5.197832], [-3.154768, 0.344631, 7.440898], [-3.927672, 1.653053, 7.228487], [-2.105121, 0.594092, 8.524285], [-4.128748, -0.725391, 7.950950], [-0.321828, 0.433824, -3.856173], [0.098693, -0.630644, -3.289967], [0.512657, 1.295036, -4.649933], [-0.058163, 2.353774, -5.334535], [2.007498, 0.999648, -4.749054], [2.772754, 2.046818, -5.564505], [2.634710, 0.972006, -3.348931], [2.195564, -0.357633, -5.437456], [-3.426150, 4.027268, -7.764266], [-3.796892, 2.673604, -6.688308], [-2.452527, 2.546882, -7.818473], [-1.463975, 5.493681, -7.328022], [-0.444355, 4.075619, -7.573537], [-0.248027, 5.058886, -6.123498], [-3.289890, 5.554852, -5.758135], [-2.179539, 5.187387, -4.428395], [-3.627468, 4.215901, -4.661658], [-3.274143, 2.081640, -4.392671], [-2.265183, -1.039047, -2.949222], [-3.625074, 0.053681, -3.302440], [-3.884116, -1.253162, -1.069065], [-4.787979, 0.150799, -1.596915], [-5.143076, -0.551722, 0.749265], [-4.889563, 1.142349, 0.455224], [-3.318254, 1.648958, 3.024916], [-3.681194, 2.252951, 1.426304], [-1.080445, 1.668060, 2.776201], [-1.585339, 3.108759, 1.891187], [-0.322143, 1.757769, -1.258877], [-1.018843, 3.195860, -0.494503], [-2.510998, 2.369255, -2.087526], [-3.250164, 2.167336, -0.526370], [0.731050, 1.649118, 2.155883], [0.776315, 2.908345, 0.939671], [2.688162, 3.116660, 0.501168], [5.432100, 0.026081, -0.423751], [5.722826, -2.087677, 0.485393], [5.811816, -1.692226, -1.238001], [5.483329, -3.344503, -0.734504], [3.656465, -2.956169, 1.455275], [3.405378, -4.080777, 0.118962], [2.122630, -2.932367, 0.602495], [4.031155, -1.939886, -2.664331], [2.367354, -1.759766, -2.163497], [3.127877, -3.364338, -2.143898], [6.987021, 1.471112, 0.329949], [7.400027, 2.948887, -0.544799], [6.628959, 1.607054, -1.392097], [5.618999, 2.852397, 2.025192], [4.511824, 4.085755, 1.432769], [6.242780, 4.259433, 1.146906], [4.793936, 3.229547, -2.186124], [5.708390, 4.505687, -1.361104], [3.992328, 4.267856, -1.017880], [-3.597989, -1.769233, 2.122003], [-4.703323, -0.620061, 2.899222], [-4.349680, 0.044269, 4.988248], [-0.550132, -0.381976, 6.867003], [0.621749, -3.176114, 5.947392], [0.823170, -1.822328, 7.060364], [2.218279, -2.455751, 6.186466], [1.091392, -2.878761, 3.460405], [2.603648, -2.076181, 3.918976], [1.472404, -1.307913, 2.809229], [1.340007, 0.486568, 6.144147], [1.442990, 0.755394, 4.404231], [2.720806, -0.138762, 5.229657], [-3.264026, 2.437397, 6.863507], [-4.375232, 1.988756, 8.167063], [-4.730254, 1.534324, 6.503428], [-1.356155, 1.313984, 8.193260], [-1.588894, -0.324161, 8.804457], [-2.585427, 0.991854, 9.421372], [-4.925921, -0.898500, 7.228097], [-4.584987, -0.419980, 8.895379], [-3.611770, -1.672624, 8.106391], [0.595217, 2.967647, -5.935631], [2.661557, 3.047808, -5.144796], [2.452267, 2.076747, -6.608013], [3.835605, 1.796020, -5.552104], [2.498988, 1.933863, -2.851230], [3.709850, 0.776782, -3.415912], [2.182259, 0.208524, -2.729030], [1.788193, -0.326432, -6.450881], [1.681542, -1.137092, -4.877484], [3.258460, -0.603480, -5.504050], [-2.077772, -5.927956, -0.465110], [-2.403262, -5.129174, -1.733182], [-1.146293, -5.148976, -2.629665], [-0.021817, -4.668935, -1.935183], [0.211311, -5.445839, -0.728342], [-0.928882, -5.430804, 0.187501], [-1.155450, -4.087803, 0.758165], [-1.491156, -2.779712, -0.510652], [-2.821132, -3.721774, -1.400516], [-0.124629, -3.225840, -1.649895], [-1.922109, -6.956228, -0.807537], [-2.961175, -5.866856, 0.172803], [-3.163076, -5.598873, -2.228138], [-1.376585, -4.526590, -3.496568], [-1.024554, -6.198059, -2.920841], [1.076037, -5.031208, -0.214973], [0.416644, -6.486420, -1.005420], [-0.282228, -3.777855, 1.330261], [-1.979197, -4.128003, 1.474175], [-3.071534, -3.224320, -2.339809], [-3.725990, -3.795073, -0.790884], [0.776640, -2.882468, -1.147029], [-0.203031, -2.621016, -2.559016]],
  "forces_ev_per_angstrom": [[-1.1, -0.1, -0.3], [0.0, 0.0, 0.0], [0.0, 0.0, 0.0], [0.0, 0.0, 0.0], [0.0, 0.0, 0.0], [0.0, 0.0, -0.1], [-0.1, 0.1, 0.1], [0.1, -0.3, 0.0], [-0.1, 0.2, -0.1], [0.0, -0.2, 0.0], [-0.1, 0.0, -0.1], [0.0, 0.0, -0.1], [0.2, 0.1, 0.0], [-0.1, 0.1, 0.0], [-0.1, 0.1, -0.2], [0.2, 0.8, 0.0], [0.0, 0.1, 0.1], [-0.1, 0.2, 0.1], [0.1, 0.0, -0.1], [-0.1, 0.0, 0.0], [0.1, 0.0, -0.1], [-0.1, 0.2, 0.1], [0.1, 0.0, -0.1], [-0.2, -0.1, 0.0], [0.3, 0.3, 0.2], [1.0, -0.2, -0.4], [0.0, 0.1, 0.0], [0.0, -0.1, -0.1], [0.1, -0.1, 0.0], [-0.1, 0.0, 0.0], [0.0, 0.0, 0.0], [0.0, 0.0, 0.0], [0.0, 0.0, 0.0], [0.0, 0.0, 0.0], [-0.1, 0.0, 0.1], [0.0, 0.0, 0.0], [0.1, 0.1, 0.1], [-0.1, 0.0, -0.1], [0.0, 0.1, 0.1], [0.0, -0.1, 0.0], [-0.1, 0.0, 0.1], [0.0, -0.7, 0.7], [-0.1, -0.1, 0.0], [0.1, -0.1, 0.1], [0.0, 0.0, 0.0], [0.0, 0.1, 0.0], [0.0, 0.0, 0.0], [0.0, 0.0, 0.0], [0.0, 0.0, 0.0], [0.0, 0.0, 0.0], [-0.1, -0.1, 0.0], [0.0, -0.1, 0.1], [0.0, 0.0, 0.0], [0.1, 0.1, 0.0], [0.0, 0.0, 0.0], [0.0, 0.0, 0.0], [0.0, 0.1, -0.1], [0.1, -0.1, 0.0], [0.0, 0.1, -0.1], [0.0, 0.0, 0.0], [0.0, 0.0, 0.0], [0.0, 0.0, 0.0], [0.0, -0.1, 0.0], [0.0, 0.0, 0.1], [0.0, 0.0, 0.0], [0.0, 0.0, 0.0], [0.0, 0.0, 0.0], [0.0, 0.0, 0.0], [0.0, -0.1, 0.1], [0.1, 0.0, -0.1], [0.0, 0.0, 0.1], [0.1, -0.1, 0.0], [0.0, 0.0, -0.1], [0.0, 0.0, 0.0], [0.0, 0.0, 0.0], [0.0, 0.0, 0.0], [0.0, 0.0, 0.0], [0.0, 0.0, 0.1], [0.0, -0.1, 0.0], [0.0, 0.1, -0.1], [0.0, 0.0, 0.1], [0.0, 0.0, 0.0], [0.0, -0.1, 0.0], [-0.1, 0.0, 0.2], [0.0, 0.0, 0.0], [0.0, 0.0, 0.0], [0.0, 0.0, 0.0], [0.0, 0.0, 0.0], [0.0, 0.0, 0.0], [0.0, 0.0, 0.1], [0.0, 0.0, 0.0], [-0.2, 0.0, 0.0], [0.0, 0.0, 0.0], [-0.2, -0.1, 0.0], [0.0, -0.1, 0.0], [0.0, 0.0, 0.1], [0.0, 0.0, 0.0], [0.0, 0.0, -0.1], [0.0, 0.0, 0.0], [-0.1, 0.0, 0.0], [0.0, 0.1, 0.0], [0.0, 0.0, 0.0], [0.0, 0.1, 0.0], [-0.1, 0.0, 0.0], [0.0, 0.0, 0.0], [0.0, 0.0, 0.0], [0.0, 0.0, 0.0], [-0.1, 0.0, 0.0], [0.0, 0.0, 0.0], [0.0, 0.0, 0.0], [0.0, 0.0, 0.0], [-0.1, -0.1, 0.0], [0.0, 0.0, 0.0], [-0.1, 0.1, -0.1], [0.0, 0.0, 0.0], [0.0, 0.0, -0.1], [0.1, 0.0, 0.0], [0.0, 0.0, 0.0], [0.0, 0.0, 0.0], [-0.1, 0.0, -0.1], [0.0, 0.1, 0.0], [0.0, -0.1, 0.0], [0.0, 0.0, 0.0], [0.0, 0.0, 0.0], [0.0, 0.0, 0.1], [0.0, 0.0, 0.0], [0.0, 0.1, -0.1], [0.0, 0.0, 0.0], [0.0, 0.0, 0.0], [0.0, 0.0, 0.0], [0.0, 0.1, 0.0], [0.0, 0.0, 0.0], [-0.1, 0.0, 0.1], [0.0, 0.0, -0.1], [0.0, 0.0, 0.0], [0.1, 0.0, 0.0], [-0.1, -0.1, -0.1], [-0.1, 0.0, -0.1], [-0.1, -0.1, -0.1], [-0.1, 0.0, -0.1], [0.2, -0.1, 0.0], [-0.1, 0.0, 0.0], [-0.1, 0.0, 0.0], [0.0, 0.0, 0.1], [-0.1, -0.2, -0.1], [0.1, 0.1, 0.0], [0.0, 0.1, 0.1], [0.0, 0.0, 0.0], [0.1, 0.0, 0.0], [0.0, 0.0, 0.0], [0.0, 0.1, 0.0], [0.0, 0.0, 0.0], [0.0, 0.1, 0.0], [0.1, 0.1, 0.0], [0.0, 0.0, 0.0], [0.0, 0.0, 0.0], [0.0, 0.0, 0.0], [0.1, 0.1, 0.0], [0.0, 0.0, -0.1]],
  "lowdin_charge": [0.111, -0.060, -0.566, -0.076, -0.062, -0.198, -0.039, -0.160, -0.143, -0.116, -0.208, -0.186, -0.120, -0.151, -0.150, -0.194, -0.124, -0.145, -0.128, -0.091, -0.027, -0.198, -0.006, -0.088, -0.310, -0.160, -0.510, -0.082, -0.056, -0.033, -0.561, -0.073, -0.057, -0.052, -0.143, -0.150, -0.023, -0.189, -0.010, -0.082, -0.318, -0.146, -0.528, -0.059, -0.056, -0.042, -0.564, -0.060, -0.073, -0.057, -0.352, -0.102, -0.091, 0.004, -0.530, -0.080, -0.042, -0.051, 0.074, 0.074, 0.084, 0.076, 0.081, 0.085, 0.074, 0.087, 0.068, 0.109, 0.091, 0.110, 0.074, 0.117, 0.113, 0.107, 0.119, 0.096, 0.111, 0.129, 0.133, 0.129, 0.111, 0.098, 0.113, 0.114, 0.104, 0.076, 0.087, 0.072, 0.081, 0.083, 0.073, 0.047, 0.082, 0.057, 0.079, 0.084, 0.077, 0.083, 0.086, 0.072, 0.075, 0.079, 0.076, 0.076, 0.113, 0.115, 0.106, 0.083, 0.087, 0.066, 0.079, 0.082, 0.081, 0.071, 0.074, 0.079, 0.082, 0.087, 0.076, 0.068, 0.086, 0.080, 0.078, 0.076, 0.075, 0.085, 0.077, 0.082, 0.076, 0.077, 0.088, 0.083, 0.052, 0.080, 0.068, 0.075, -0.136, -0.083, -0.122, -0.128, -0.155, -0.138, -0.275, 1.133, -0.261, -0.283, 0.136, 0.138, 0.170, 0.147, 0.136, 0.124, 0.132, 0.089, 0.095, 0.091, 0.097, 0.058, 0.080],
  "e_tot_ev": -89376.29837,
  "de_lowest_kcal_mol": 0.0,
  "gap_ev": 4.50,
  "charge": -1,
  "spin_multiplicity": 1
}